Run a
Formula: C24H56N8O8
Source: the Open Molecules 2025 dataset
Level of theory: the ωB97M-V functional and the def2-TZVPD basis

The geometry in XYZ format:
```
96
Properties=species:S:1:pos:R:3:lowdin_charge:R:1
C -11.38138 -10.06348 5.86657 -0.092
N -11.04347 -8.69412 5.58327 -0.023
C -11.91814 -7.75334 5.01529 -0.516
C -11.42392 -6.32726 4.81465 -0.005
O -13.02387 -8.09680 4.61419 0.025
H -12.46393 -10.10682 5.98620 0.085
H -10.97998 -10.57641 6.74057 0.077
H -11.02365 -10.64621 5.01771 0.081
H -10.08199 -8.39863 5.49194 0.124
H -11.03247 -5.96221 5.76418 0.081
H -12.13620 -5.70827 4.26910 0.085
H -10.56580 -6.44415 4.15278 0.078
C -17.01159 -3.48719 3.55070 -0.071
N -17.96325 -3.34830 4.63577 0.012
C -18.45881 -2.16094 4.87012 -0.592
C -19.52553 -2.14351 5.90584 -0.009
O -18.24062 -1.16712 4.15537 0.013
H -17.47328 -3.27291 2.58684 0.085
H -16.65754 -4.51394 3.45830 0.080
H -16.12024 -2.88894 3.73958 0.086
H -18.35049 -4.20557 5.00353 0.144
H -19.14176 -2.58266 6.82669 0.080
H -20.36855 -2.79378 5.67220 0.083
H -19.89738 -1.12275 5.99452 0.086
C -13.40737 0.92194 3.51229 -0.048
N -14.46056 1.56414 4.32212 0.006
C -14.35963 2.32803 5.41466 -0.586
C -15.60947 2.81895 6.09410 -0.005
O -13.29808 2.74115 5.87519 0.019
H -13.59027 0.70501 2.45987 0.080
H -13.00913 0.06469 4.05508 0.082
H -12.64553 1.70142 3.52198 0.080
H -15.41045 1.22409 4.27547 0.122
H -16.54460 2.44368 5.67840 0.073
H -15.55686 3.90435 6.00906 0.088
H -15.46268 2.50591 7.12781 0.088
C -20.73288 1.23731 -5.02017 -0.028
N -20.11588 0.38534 -3.90727 0.031
C -20.47097 -0.77132 -3.46343 -0.635
C -19.68440 -1.28684 -2.27279 -0.002
O -21.37351 -1.39967 -3.96597 0.045
H -20.06775 2.00089 -5.42346 0.070
H -21.59610 1.78166 -4.63723 0.075
H -21.07004 0.80957 -5.96434 0.076
H -19.27870 0.78540 -3.50829 0.129
H -20.09019 -0.86694 -1.35240 0.089
H -18.64261 -1.03130 -2.46634 0.069
H -19.48366 -2.35782 -2.24446 0.081
C -18.02876 -6.63641 9.64163 -0.058
N -19.10617 -6.93343 10.60370 0.006
C -18.85078 -7.01104 11.90983 -0.545
C -19.98363 -7.60132 12.88317 0.000
O -17.84838 -6.65016 12.50539 0.028
H -17.58437 -7.55672 9.26263 0.083
H -17.25195 -5.96326 10.00431 0.083
H -18.46187 -6.06057 8.82375 0.074
H -20.07540 -6.92404 10.31980 0.134
H -19.62234 -8.50139 13.38061 0.073
H -20.81003 -7.95617 12.26733 0.050
H -20.30048 -6.76830 13.51069 0.073
C -14.02395 -6.22306 -1.56725 -0.066
N -12.92316 -6.18085 -2.53631 0.013
C -11.74077 -5.62474 -2.35182 -0.579
C -10.68749 -5.65717 -3.43537 -0.007
O -11.46474 -4.97635 -1.34386 0.026
H -14.96855 -6.53036 -2.01602 0.077
H -14.13066 -5.22981 -1.13116 0.084
H -13.98188 -6.91155 -0.72327 0.080
H -12.95951 -6.93971 -3.20182 0.134
H -10.51052 -4.61577 -3.70419 0.087
H -10.95816 -6.19218 -4.34565 0.068
H -9.76239 -6.13664 -3.11537 0.084
C -16.96297 -0.15182 12.48413 -0.058
N -16.84551 1.24542 12.95069 -0.004
C -15.65624 1.91046 13.06443 -0.531
C -15.65629 3.42434 13.14826 -0.011
O -14.54094 1.35868 12.92904 0.000
H -17.68452 -0.27071 11.67584 0.078
H -17.32475 -0.67285 13.37055 0.077
H -15.97018 -0.55795 12.29041 0.082
H -17.72556 1.70453 13.13732 0.127
H -16.63798 3.87213 13.30279 0.066
H -15.25256 3.70350 12.17504 0.092
H -15.09457 3.66638 14.05048 0.084
C -23.58807 -6.15892 3.63786 -0.060
N -22.54173 -6.82599 2.87279 -0.025
C -21.24570 -6.88626 3.26362 -0.514
C -20.18655 -7.54427 2.32359 0.002
O -20.90227 -6.33594 4.32747 -0.010
H -23.28906 -5.11170 3.68276 0.085
H -23.52497 -6.57198 4.64459 0.086
H -24.51947 -6.35794 3.10780 0.087
H -22.70715 -7.03798 1.89924 0.130
H -20.39194 -8.61471 2.33233 0.074
H -19.16268 -7.42657 2.67847 0.076
H -20.31008 -7.18069 1.30347 0.072
```

SMILES: CNC(C)=O.CNC(C)=O.CNC(C)=O.CNC(C)=O.CNC(C)=O.CNC(C)=O.CNC(C)=O.CNC(C)=O
HOMO: -9.119 eV
LUMO level: 0.155 eV

Run b
Formula: C24H56N8O8
Source: the Open Molecules 2025 dataset
Level of theory: the ωB97M-V functional and the def2-TZVPD basis

The geometry in XYZ format:
```
96
Properties=species:S:1:pos:R:3:lowdin_charge:R:1
C 1.69231 -1.53485 -0.54060 -0.049
N 1.44431 -0.15285 -0.53760 -0.001
C 0.39231 0.48115 -0.99360 -0.570
C 0.50131 2.04615 -1.03760 0.046
O -0.49269 -0.16385 -1.44160 0.059
H 2.47131 -1.68185 0.41440 0.143
H 2.05831 -1.93685 -1.41960 0.059
H 0.81231 -2.06585 -0.31360 0.063
H 2.10431 0.53915 -0.23060 0.084
H -0.46569 2.42115 -1.37560 0.089
H 1.15631 2.27215 -1.81760 0.070
H 0.38931 2.44015 -0.20360 -0.038
C -2.81369 0.95815 -7.79360 -0.075
N -2.24769 1.21915 -6.46060 0.002
C -2.94569 1.25015 -5.37060 -0.638
C -2.23969 1.49015 -4.03960 -0.012
O -4.13669 1.01915 -5.31060 0.030
H -2.66169 -0.12985 -8.09660 0.093
H -2.13769 1.41615 -8.46660 0.046
H -3.90869 1.17015 -8.11060 0.120
H -1.22369 1.47715 -6.38360 0.172
H -2.89169 2.00515 -3.22860 0.117
H -1.41869 2.15015 -4.28960 0.053
H -1.85869 0.48415 -3.79560 0.085
C 5.10331 2.41915 -0.97860 -0.080
N 5.44131 1.36715 -0.01460 -0.018
C 4.57131 0.95715 0.93240 -0.581
C 5.03931 -0.12185 1.86640 0.013
O 3.45731 1.37315 1.01840 0.043
H 4.39331 3.22115 -0.31760 0.144
H 4.43231 1.98115 -1.71660 0.068
H 6.00631 2.82715 -1.50060 0.086
H 6.45131 1.05615 0.01740 0.163
H 5.93131 -0.83085 1.48640 0.138
H 4.49431 -0.96185 1.98840 0.008
H 5.67931 0.22915 2.58540 0.049
C -1.80169 -2.60085 2.64540 -0.068
N -1.72369 -3.93185 3.10740 0.005
C -1.18869 -5.00985 2.44740 -0.508
C -1.29969 -6.36885 3.02140 -0.023
O -0.48569 -4.89685 1.39140 -0.039
H -0.74269 -2.31385 2.22240 0.130
H -1.99869 -2.01985 3.37140 -0.003
H -2.71169 -2.43785 1.93540 0.126
H -2.15469 -4.29085 3.93240 0.129
H -0.74569 -6.55085 4.00540 0.107
H -0.70069 -7.04685 2.34340 0.103
H -2.42769 -6.54685 3.03140 0.113
C -4.04569 -0.61085 -0.60760 -0.093
N -4.96369 -0.81185 0.52240 -0.025
C -5.60869 -1.93085 0.73540 -0.600
C -6.24369 -2.06485 2.17340 -0.040
O -5.43569 -2.91385 0.00640 -0.001
H -2.95469 -1.02685 -0.38960 0.102
H -3.91869 0.45515 -1.03360 0.091
H -4.40069 -1.09485 -1.54860 0.084
H -4.62669 -0.21985 1.40440 0.129
H -6.99769 -1.23385 2.47840 0.086
H -5.38269 -2.23285 3.03540 0.107
H -6.84469 -3.04785 2.24740 0.077
C 2.23431 -3.11185 3.26140 -0.063
N 2.28531 -4.07885 2.09440 0.018
C 3.46831 -4.31485 1.57440 -0.695
C 3.42131 -5.40285 0.45140 -0.018
O 4.47131 -3.80285 1.81840 0.086
H 2.89231 -3.49385 4.08840 0.090
H 1.21131 -3.14285 3.86640 0.103
H 2.39131 -2.11585 2.92640 0.041
H 1.26731 -4.32385 1.83940 0.116
H 3.92031 -6.38385 0.68640 0.075
H 3.74331 -4.98385 -0.61960 0.110
H 2.33131 -5.68285 0.21940 0.072
C 4.82931 5.74215 -3.45560 -0.094
N 4.16531 6.08415 -2.21660 -0.017
C 2.89931 5.56915 -1.93260 -0.540
C 2.12631 6.09015 -0.67860 0.030
O 2.38531 4.75515 -2.66760 0.030
H 4.34631 6.06615 -4.34460 0.066
H 4.88231 4.60015 -3.36660 0.098
H 5.89831 6.06215 -3.53460 0.092
H 4.40731 6.92915 -1.72660 0.123
H 2.32631 6.89615 -0.30560 -0.062
H 2.28231 5.10615 0.05240 0.152
H 1.03631 6.22215 -1.06160 0.123
C -1.93469 1.32615 1.53040 0.092
N -2.64969 1.83715 2.79440 0.087
C -3.82269 1.83115 3.06440 -0.485
C -4.43769 2.06115 4.57540 0.041
O -4.70969 1.41115 2.19940 -0.075
H -2.37569 1.74015 0.76140 0.041
H -1.95169 0.49315 1.52040 -0.086
H -0.76169 1.77815 1.48840 0.179
H -1.90769 1.97115 3.42740 0.133
H -4.41469 1.15915 5.11240 0.049
H -5.48569 2.36815 4.43940 0.083
H -3.94669 2.79715 5.11640 0.032
```

SMILES: CNC(C)=O.CNC(C)=O.CNC(C)=O.CNC(C)=O.CNC(C)=O.CNC(C)=O.CNC(C)=O.CNC(C)=O
HOMO: -8.447 eV
LUMO level: 0.183 eV

Relative energies, kcal/mol: run a 0.0; run b 219.0.